Entry from OMol25: a single C8H10BN3O3 molecule (the ωB97M-V functional and the def2-TZVPD basis).

Cartesian coordinates (Å):
B1 -1.461 1.304 0.058
C1 0.211 -0.751 0.287
C2 0.128 0.572 -0.292
C3 2.190 -0.071 0.054
C4 -0.833 -1.482 0.737
C5 -2.260 -1.313 0.446
C6 3.673 0.036 -0.260
C7 -2.647 -0.901 -1.002
C8 -2.684 0.142 0.041
N1 1.528 -1.075 0.398
N2 1.348 0.933 -0.457
N3 4.416 -0.985 0.218
O1 3.950 1.067 -0.794
O2 -1.209 1.684 1.509
O3 -1.680 2.341 -0.887
H1 -0.644 -2.208 1.467
H2 -2.796 -1.988 1.059
H3 -1.770 -0.932 -1.890
H4 -3.561 -1.352 -1.304
H5 -3.578 0.514 0.329
H6 1.803 1.842 -0.749
H7 3.876 -1.787 0.320
H8 5.429 -1.000 -0.088
H9 -0.950 2.600 1.718
H10 -2.478 2.809 -0.920

Forces on atoms 1 to 6 (eV/Å):
0.2 -0.1 0.5
3.3 1.7 -1.0
-4.6 0.4 0.7
1.9 2.8 -2.6
-4.0 -1.8 0.8
2.4 1.1 -0.8

⟨S²⟩	2.012
total charge	0
HOMO-LUMO gap (spin up / spin down)	7.2522 / 5.6288	eV
2S+1	3
HOMO level (spin up / spin down)	-6.62 / -8.96	eV

=====

Entry from OMol25: a molecular structure, C8H10BaN2O5 (the ωB97M-V functional and the def2-TZVPD basis).

Cartesian coordinates (Å):
Ba1 0.422 -0.421 -1.035
O1 2.921 -1.935 2.063
C1 2.107 -1.447 1.428
C2 -1.919 1.280 -0.635
O2 -2.789 1.870 -1.095
C3 -1.517 -2.696 -0.461
O3 -2.177 -3.626 -0.570
C4 0.927 1.911 0.485
O4 1.318 2.958 0.795
C5 2.173 -0.555 -3.567
H1 3.118 -0.053 -3.285
H2 2.206 -1.663 -3.573
C6 1.147 0.131 -4.122
H3 0.291 -0.381 -4.602
H4 1.210 1.219 -4.307
C7 -1.692 -0.673 4.116
N1 -1.643 0.767 3.870
C8 -1.091 1.391 2.800
N2 -1.036 2.746 2.933
O5 -0.642 0.817 1.759
H5 -1.326 -1.182 3.217
H6 -2.729 -0.963 4.328
H7 -1.060 -0.923 4.978
H8 -1.936 1.366 4.620
H9 -0.704 3.361 2.208
H10 -1.567 3.213 3.670

Forces on atoms 1 to 6 (eV/Å):
-0.1 -0.1 0.8
-2.3 1.4 -1.6
2.4 -1.4 1.5
-3.0 1.9 -2.2
2.6 -1.7 1.8
-2.2 -3.2 -0.5

ΔE to the lowest compared entry with this formula, charge and spin	0.00	kcal/mol
total charge	+2
HOMO-LUMO gap	8.0721	eV
HOMO level	-15.62	eV

=====

Entry from OMol25: a molecular structure, C8H10BiN2 (the ωB97M-V functional and the def2-TZVPD basis).

Cartesian coordinates (Å):
C1 2.076 -0.510 -0.147
C2 1.965 0.409 -1.239
C3 1.558 -0.325 -2.389
C4 1.403 -1.696 -2.013
C5 1.702 -1.811 -0.630
Bi1 -1.224 -0.321 1.542
N1 -1.361 -2.693 1.358
C6 -0.889 2.215 1.942
C7 -0.896 2.544 0.575
H1 1.413 0.091 -3.390
H2 2.177 1.478 -1.182
H3 1.103 -2.515 -2.666
H4 1.678 -2.719 -0.024
H5 2.397 -0.262 0.876
H6 0.009 2.888 0.057
H7 -1.780 2.358 2.610
H8 -2.067 -2.937 2.077
H9 -1.830 2.518 0.007
H10 0.080 2.083 2.438
N2 -4.249 -0.433 -0.213
C8 -3.266 -0.365 0.412

Forces on atoms 1 to 6 (eV/Å):
-0.7 0.0 -0.1
-0.2 -0.6 -0.3
0.3 0.2 0.8
0.3 0.4 0.9
0.0 0.4 -0.5
-0.1 -3.4 -1.3

ΔE to the lowest compared entry with this formula, charge and spin	74.81	kcal/mol
total charge	-1
HOMO-LUMO gap (spin up / spin down)	4.4059 / 5.8608	eV
HOMO level (spin up / spin down)	-2.91 / -3.29	eV

=====

Entry from OMol25: a molecular structure, C8H10Br2Cl3F5GeN2SeTa (the ωB97M-V functional and the def2-TZVPD basis).

Cartesian coordinates (Å):
Ta1 -1.508 1.371 0.183
Br1 1.098 3.155 0.299
C1 0.387 4.677 1.259
Br2 -1.534 4.467 1.173
H1 0.694 5.591 0.755
H2 0.721 4.633 2.292
C2 -0.019 -3.261 -0.442
N1 1.277 -2.888 -0.989
C3 2.210 -3.749 -1.410
C4 3.305 -2.997 -1.865
N2 3.010 -1.707 -1.708
C5 3.873 -0.595 -2.086
C6 1.748 -1.611 -1.156
Se1 1.056 0.055 -0.672
H3 -0.142 -4.339 -0.514
H4 -0.813 -2.775 -1.005
H5 -0.086 -2.975 0.608
H6 2.096 -4.824 -1.386
H7 4.234 -3.367 -2.277
H8 4.813 -0.979 -2.478
H9 4.080 0.045 -1.228
H10 3.403 0.008 -2.864
Cl1 -2.528 -0.593 -0.401
Ge1 -5.599 1.332 -0.612
Cl2 -7.393 1.886 -1.369
Cl3 -2.916 2.477 -1.260
F1 -3.776 0.315 1.962
C7 -2.789 1.208 2.076
F2 -3.367 2.398 2.275
C8 -1.716 0.833 3.097
F3 -1.119 -0.265 2.528
F4 -0.756 1.804 2.880
F5 -1.945 0.667 4.336

Forces on atoms 1 to 6 (eV/Å):
-0.4 -0.1 -0.5
-0.3 -0.8 -0.2
-0.3 0.1 0.2
0.0 -0.3 0.0
-0.1 -0.1 -0.1
0.0 -0.1 -0.1

⟨S²⟩	0.769
ΔE to the lowest compared entry with this formula, charge and spin	57.46	kcal/mol
total charge	+4
HOMO-LUMO gap (spin up / spin down)	6.4795 / 6.7817	eV
2S+1	2
HOMO level (spin up / spin down)	-21.66 / -22.48	eV

=====

Going through the records in order, we get DFT total energy values of -19744.566 -22354.181 -17272.439 -326047.371 eV.
Going through the records in order, we get F_max values of 5.05 4.75 3.61 1.69 eV/Å.